# C8H13BrNO4

A cluster of 2 separate species, C8H13BrNO4 in total at a distorted geometry (ωB97M-V/def2-TZVPD, OMol25).

Geometry as ORCA input:
```
! wB97M-V def2-TZVPD RIJCOSX def2/J DEFGRID3
* xyz -1 1
N -0.54 -1.45 -0.02
O -3.39 -3.65 0.80
H 2.30 0.69 -1.63
C -0.29 -2.69 2.08
H 0.63 -2.09 2.16
C -0.74 -2.66 0.61
H -0.91 2.84 -1.82
H 1.05 3.71 0.38
H -1.05 -2.30 2.68
C 0.59 1.73 -0.76
C 0.45 2.69 0.50
H -0.60 3.07 0.65
C 2.12 1.46 -0.86
H -0.23 -3.76 2.40
Br 0.16 -4.20 -0.38
O -0.16 0.56 -0.58
H 0.67 3.33 -2.09
H 2.64 2.36 -0.87
C 0.02 2.40 -1.99
C -2.86 -2.83 0.09
H -0.96 -1.46 -0.93
C 0.03 -0.32 0.41
H 2.27 0.90 0.02
H 0.24 1.73 -2.86
O -2.93 -1.97 -0.73
O 0.76 -0.11 1.39
H 0.71 2.04 1.33
*
```

Computed properties:
HOMO energy (eV): -3.22
LUMO (hartree): 0.1100
Energy above the lowest of the compared OMol25 structures with the same formula, charge and spin (kcal per mole): 58.8

natural (NBO) atomic charge list, values in e, 4 entries: N -0.6561; O -0.6606; H 0.2089; C -0.6910